Record 1
Formula: C48H126AlN9O21
Source: the OMol25 dataset
Level of theory: wB97M-V/def2-TZVPD

Positions of all 205 atoms, in Å:
Al (13.7718, -6.8326, -11.0566)
C (19.7585, -10.0439, -12.4277)
C (18.9310, -8.7422, -12.6501)
C (19.7207, -7.7489, -13.4289)
O (20.8696, -7.2505, -12.6333)
C (21.5144, -6.0592, -13.0985)
N (17.6473, -9.0521, -13.4092)
H (17.7609, -9.6052, -14.2467)
H (16.9093, -9.5662, -12.9497)
H (17.3383, -8.1607, -13.7698)
H (19.1861, -10.9147, -12.1082)
H (20.5764, -9.8806, -11.7259)
H (20.2640, -10.2592, -13.3691)
H (18.5941, -8.3928, -11.6742)
H (19.0288, -6.9518, -13.7008)
H (20.0252, -8.1612, -14.3909)
H (20.9003, -5.1614, -13.1692)
H (21.9753, -6.1073, -14.0851)
H (22.3930, -5.7847, -12.5146)
C (10.7778, -4.4416, -20.7299)
C (10.6689, -5.6172, -19.7183)
C (11.6337, -5.5404, -18.5036)
O (11.5479, -6.6295, -17.5911)
C (12.2893, -6.1749, -16.4191)
N (9.2033, -5.7593, -19.2523)
H (8.9539, -6.6356, -18.8164)
H (8.9671, -5.0168, -18.6097)
H (8.5888, -5.7472, -20.0538)
H (11.6397, -4.4368, -21.3972)
H (10.7979, -3.5120, -20.1611)
H (9.9211, -4.3597, -21.3988)
H (10.8533, -6.5671, -20.2203)
H (11.5208, -4.5400, -18.0859)
H (12.6538, -5.5712, -18.8865)
H (13.3112, -5.9463, -16.7219)
H (12.3072, -7.0558, -15.7774)
H (11.9748, -5.2633, -15.9110)
C (13.8984, -10.2296, -16.0202)
C (13.7887, -11.7449, -15.9162)
C (12.6864, -12.2305, -14.9334)
O (12.6611, -13.6335, -14.8308)
C (11.6850, -14.1440, -13.9271)
N (13.5467, -12.2728, -17.3830)
H (13.5758, -13.2759, -17.2692)
H (12.6644, -11.9355, -17.7407)
H (14.2921, -11.9777, -17.9974)
H (14.7541, -10.0331, -16.6661)
H (13.9795, -9.6743, -15.0858)
H (13.0033, -9.8603, -16.5206)
H (14.7702, -12.1368, -15.6492)
H (11.6742, -11.9648, -15.2383)
H (12.9679, -11.6999, -14.0238)
H (11.5945, -15.2294, -13.8863)
H (10.7240, -13.7975, -14.3075)
H (11.7980, -13.8062, -12.8969)
C (18.6428, -2.9858, -12.1632)
C (18.2552, -3.1892, -10.6940)
C (18.7992, -2.1370, -9.6861)
O (18.1453, -2.2181, -8.4085)
C (18.7783, -1.5812, -7.3346)
N (16.7211, -3.2359, -10.7290)
H (16.3526, -2.3006, -10.8272)
H (16.3539, -3.8890, -11.4063)
H (16.4650, -3.5718, -9.8116)
H (18.2357, -2.0727, -12.5973)
H (18.4064, -3.8444, -12.7918)
H (19.7264, -3.0451, -12.0608)
H (18.4862, -4.1608, -10.2574)
H (18.7455, -1.1064, -10.0369)
H (19.8496, -2.3597, -9.4981)
H (18.1104, -1.2879, -6.5248)
H (19.3741, -0.7356, -7.6781)
H (19.5712, -2.2244, -6.9530)
C (13.0524, -2.5547, -13.7324)
C (12.4183, -1.2007, -13.2791)
C (10.9039, -1.1504, -13.6318)
O (10.3780, -0.0476, -13.0046)
C (9.1043, 0.3174, -13.4507)
N (12.6556, -1.1179, -11.7540)
H (13.5826, -0.7873, -11.5267)
H (11.9525, -0.4888, -11.3934)
H (12.5051, -1.8962, -11.1282)
H (12.5814, -3.3302, -13.1283)
H (14.1373, -2.6591, -13.7445)
H (12.8137, -2.8994, -14.7386)
H (12.8864, -0.3010, -13.6784)
H (10.3393, -1.9947, -13.2363)
H (10.6833, -1.2456, -14.6949)
H (8.6221, 1.0875, -12.8486)
H (8.3678, -0.4700, -13.6112)
H (9.1260, 0.7603, -14.4464)
C (15.1974, -11.9741, -7.0731)
C (14.0456, -11.1315, -7.5953)
C (12.7192, -11.6348, -6.9171)
O (11.5819, -10.7358, -7.0583)
C (10.3535, -11.1179, -6.5101)
N (14.2816, -9.6665, -7.1934)
H (14.6127, -9.4632, -6.2611)
H (14.9194, -9.1675, -7.7970)
H (13.3605, -9.2612, -7.2794)
H (15.1512, -11.9716, -5.9841)
H (16.1140, -11.5076, -7.4340)
H (15.2065, -13.0087, -7.4161)
H (14.0146, -11.0530, -8.6820)
H (12.9520, -11.8642, -5.8772)
H (12.3622, -12.5438, -7.4011)
H (9.5126, -10.5849, -6.9539)
H (10.5665, -10.9364, -5.4566)
H (10.1421, -12.1697, -6.7033)
C (15.2072, -1.5273, -5.3418)
C (15.6747, -2.6869, -4.4398)
C (15.8132, -4.0530, -5.1055)
O (14.6038, -4.6438, -5.5634)
C (14.5746, -6.0164, -5.9641)
N (17.0413, -2.3652, -3.7727)
H (17.8106, -1.8500, -4.1762)
H (16.8949, -1.7880, -2.9568)
H (17.4599, -3.2171, -3.4276)
H (15.8292, -1.2433, -6.1906)
H (15.0228, -0.5598, -4.8747)
H (14.1880, -1.8227, -5.5906)
H (14.9907, -2.7604, -3.5944)
H (16.4217, -4.7368, -4.5135)
H (16.4375, -3.9443, -5.9924)
H (14.7794, -6.5714, -5.0486)
H (15.4498, -6.1858, -6.5913)
H (13.7089, -6.4442, -6.4698)
C (9.8588, -10.5375, -12.3715)
C (9.7461, -9.8625, -10.9620)
C (8.3684, -10.0502, -10.3267)
O (8.3696, -9.6163, -8.9686)
C (7.3134, -10.1071, -8.2100)
N (10.7636, -10.4083, -9.9573)
H (10.7018, -9.9019, -9.0856)
H (10.6266, -11.3487, -9.6154)
H (11.7512, -10.2397, -10.0855)
H (9.2295, -10.0766, -13.1329)
H (9.6555, -11.6082, -12.3897)
H (10.8631, -10.5100, -12.7943)
H (9.9368, -8.7895, -10.9805)
H (8.1238, -11.1109, -10.3831)
H (7.6196, -9.5002, -10.8966)
H (6.4583, -9.4916, -8.4892)
H (7.3877, -9.7789, -7.1733)
H (7.1534, -11.1823, -8.1285)
C (7.6869, -5.7133, -10.9048)
C (8.2319, -4.3251, -10.8476)
C (7.4346, -3.5551, -9.7382)
O (7.6155, -4.2341, -8.4005)
C (7.2527, -3.4185, -7.3178)
N (9.6834, -4.3955, -10.4378)
H (9.7475, -5.0982, -9.7151)
H (10.1887, -4.7830, -11.2218)
H (10.0435, -3.4779, -10.2181)
H (6.6140, -5.8492, -10.7692)
H (8.0902, -6.3510, -10.1182)
H (7.9067, -6.1694, -11.8701)
H (8.0963, -3.8137, -11.8006)
H (6.3856, -3.5730, -10.0336)
H (7.7718, -2.5280, -9.5988)
H (7.2894, -4.1483, -6.5090)
H (6.2186, -3.0758, -7.3536)
H (7.9511, -2.6042, -7.1251)
C (9.6566, -6.9582, -14.1154)
C (10.8617, -6.8589, -13.1604)
O (11.0633, -5.7580, -12.5918)
O (11.5558, -7.8068, -12.8983)
H (10.0622, -6.4620, -14.9971)
H (8.7783, -6.4145, -13.7672)
H (9.3726, -7.9507, -14.4651)
C (14.9315, -11.7397, -11.3267)
C (14.4830, -10.2585, -11.3870)
O (15.2894, -9.4656, -11.8408)
O (13.4044, -9.8225, -10.9362)
H (15.6570, -11.9973, -12.0983)
H (13.9795, -12.2416, -11.5001)
H (15.3220, -11.9667, -10.3347)
C (10.4140, -7.2806, -7.2829)
C (11.3071, -7.3654, -8.4296)
O (12.2267, -8.2104, -8.3911)
O (11.0849, -6.6090, -9.3920)
H (9.5220, -7.8790, -7.4683)
H (10.0918, -6.2842, -6.9803)
H (10.9812, -7.6171, -6.4151)
C (18.0126, -6.8159, -8.2545)
C (16.9047, -7.2255, -9.3127)
O (16.9357, -6.7074, -10.4281)
O (15.8859, -7.7971, -8.9120)
H (17.8418, -5.8334, -7.8144)
H (18.9988, -6.6811, -8.6987)
H (18.0899, -7.6254, -7.5287)
C (15.7389, -4.9123, -15.3037)
C (15.3971, -5.6282, -13.9999)
O (15.3367, -4.9619, -12.9964)
O (15.3110, -6.8374, -13.9700)
H (16.7125, -4.4326, -15.2036)
H (14.9632, -4.1562, -15.4250)
H (15.8177, -5.6014, -16.1445)
C (13.4857, -2.3681, -8.7753)
C (13.5884, -3.6891, -9.4778)
O (12.9380, -3.9329, -10.5080)
O (14.3536, -4.5768, -9.0828)
H (12.4358, -2.0878, -8.8608)
H (14.1685, -1.6242, -9.1858)
H (13.6696, -2.4654, -7.7053)

**HOMO-LUMO gap**: 4.90 eV
**Largest force on an atom**: 5.67 eV Å⁻¹
**LUMO**: -14.73 eV
**ΔE to the lowest compared entry with this formula, charge and spin**: 0.0 kcal/mol
**E**: -114759.5254 eV
**Charge**: +6

***

Record 2
Formula: C48H128O16
Source: the OMol25 dataset
Level of theory: wB97M-V/def2-TZVPD

Positions of all 192 atoms, in Å:
C (17.6321, 15.1516, 16.4956)
C (17.8459, 15.5718, 15.0375)
C (16.7979, 15.0380, 14.1307)
O (17.9495, 16.9896, 14.9327)
H (16.6786, 15.4997, 16.9042)
H (18.4506, 15.4973, 17.1013)
H (17.5648, 14.0668, 16.5043)
H (18.7821, 15.1233, 14.6823)
H (16.8802, 15.3649, 13.1049)
H (15.8066, 15.4013, 14.4303)
H (16.7562, 13.9502, 14.1414)
H (18.1051, 17.3063, 14.0266)
C (14.6126, 15.3482, 22.9437)
C (14.8146, 16.1999, 21.6948)
C (16.1858, 15.9225, 21.0517)
O (13.7854, 15.8344, 20.7911)
H (15.1164, 15.7363, 23.8505)
H (14.9799, 14.3554, 22.6707)
H (13.5771, 15.2041, 23.1182)
H (14.7006, 17.2735, 21.8714)
H (17.0151, 15.9859, 21.7626)
H (16.2649, 16.5780, 20.2041)
H (16.0485, 14.8767, 20.7543)
H (13.8095, 16.3319, 19.9727)
C (8.1909, 12.8032, 19.0324)
C (8.7962, 11.4370, 18.7119)
C (7.7410, 10.4410, 18.2334)
O (9.8707, 11.4760, 17.8669)
H (8.9745, 13.4098, 19.3653)
H (7.5402, 12.7175, 19.9168)
H (7.6723, 13.2682, 18.1483)
H (9.2474, 11.1064, 19.6415)
H (8.1147, 9.4073, 18.1851)
H (7.2900, 10.7244, 17.2673)
H (6.9362, 10.3972, 18.9654)
H (9.5099, 11.6894, 16.9530)
C (14.8058, 10.0468, 14.1468)
C (16.3701, 9.9660, 14.0169)
C (16.9989, 11.1431, 13.3335)
O (16.9357, 9.8346, 15.2493)
H (14.3299, 10.1972, 13.1615)
H (14.4762, 10.9085, 14.6810)
H (14.3780, 9.1534, 14.6428)
H (16.6111, 9.0617, 13.4834)
H (16.8213, 12.0857, 13.8296)
H (16.6202, 11.1610, 12.3208)
H (18.0680, 11.0643, 13.3118)
H (16.7366, 10.6246, 15.7733)
C (11.3161, 11.3600, 14.2358)
C (9.7994, 11.4852, 14.1434)
C (9.1941, 10.1020, 14.3115)
O (9.2659, 12.2461, 15.2285)
H (11.7797, 12.3713, 14.2588)
H (11.7624, 10.8421, 13.3603)
H (11.6510, 10.9282, 15.1946)
H (9.4960, 12.0802, 13.2331)
H (9.5308, 9.4007, 13.4847)
H (8.1035, 10.2280, 14.3246)
H (9.5441, 9.7906, 15.3100)
H (9.5736, 13.2094, 15.0859)
C (17.6818, 8.2625, 20.6223)
C (17.7626, 8.9020, 22.0121)
C (19.2147, 8.8087, 22.5643)
O (17.4463, 10.2939, 21.8154)
H (17.7916, 7.2020, 20.7009)
H (18.4480, 8.7095, 19.9953)
H (16.6499, 8.5394, 20.1770)
H (17.0028, 8.4216, 22.6054)
H (19.6261, 7.7777, 22.6504)
H (19.2710, 9.3212, 23.5263)
H (19.8830, 9.3352, 21.8623)
H (17.7504, 10.6784, 22.6470)
C (12.9228, 18.7319, 15.1367)
C (14.2384, 18.0732, 14.7219)
C (15.0315, 19.0021, 13.8597)
O (14.9983, 17.8682, 15.8832)
H (12.2232, 18.7411, 14.2723)
H (13.1219, 19.8248, 15.3053)
H (12.4783, 18.3053, 16.0246)
H (13.9810, 17.1558, 14.1816)
H (14.5257, 19.3554, 12.9760)
H (15.9943, 18.4978, 13.5696)
H (15.2648, 19.8969, 14.4436)
H (15.9569, 17.7433, 15.6946)
C (11.9648, 10.2574, 22.5342)
C (13.3166, 10.4952, 21.8674)
C (13.6978, 11.9465, 21.9566)
O (14.3622, 9.7436, 22.4264)
H (11.8352, 10.7141, 23.5127)
H (11.7936, 9.1913, 22.6071)
H (11.2141, 10.7263, 21.8595)
H (13.2101, 10.1721, 20.8246)
H (13.7794, 12.3193, 22.9825)
H (12.9831, 12.5854, 21.4779)
H (14.6891, 12.1284, 21.4331)
H (15.1641, 10.0383, 21.9701)
C (9.0596, 16.0072, 17.0078)
C (8.9652, 17.4509, 16.5221)
C (9.4440, 18.4419, 17.5554)
O (9.7553, 17.4397, 15.3108)
H (8.7219, 15.9042, 18.0461)
H (10.0755, 15.6355, 16.9260)
H (8.5061, 15.3359, 16.3458)
H (7.9145, 17.6431, 16.2794)
H (8.7181, 18.4350, 18.3651)
H (9.5177, 19.4565, 17.1593)
H (10.4326, 18.2014, 17.9510)
H (9.7168, 18.2960, 14.8572)
C (14.0210, 9.0426, 17.8905)
C (12.5318, 9.1533, 18.0215)
C (11.9715, 8.1633, 19.0537)
O (12.2572, 10.4906, 18.3482)
H (14.3229, 8.1450, 17.3259)
H (14.5257, 8.9045, 18.8735)
H (14.4491, 9.8649, 17.3221)
H (12.1304, 8.8858, 17.0033)
H (11.9531, 7.2007, 18.5516)
H (10.9924, 8.5113, 19.4565)
H (12.6492, 8.0193, 19.8607)
H (11.3213, 10.7082, 18.1759)
C (12.9786, 19.2478, 19.9682)
C (13.9064, 18.9006, 18.8050)
C (15.3540, 19.2142, 19.0960)
O (13.6750, 17.5314, 18.4685)
H (13.1562, 18.6189, 20.8628)
H (11.9808, 19.1058, 19.5540)
H (13.0861, 20.2972, 20.3135)
H (13.6004, 19.5166, 17.8873)
H (15.7652, 18.8749, 20.0165)
H (15.4306, 20.2995, 19.1329)
H (16.0031, 18.9025, 18.2821)
H (14.1786, 17.3049, 17.6559)
C (9.3145, 15.1312, 12.4719)
C (10.6058, 14.7187, 13.1275)
C (11.6846, 15.7868, 12.7862)
O (10.4988, 14.6474, 14.5524)
H (9.4626, 15.2193, 11.3704)
H (8.9869, 16.0915, 12.8560)
H (8.5479, 14.4129, 12.7274)
H (10.9553, 13.7557, 12.6611)
H (11.3514, 16.7782, 13.1680)
H (11.7764, 15.8419, 11.6589)
H (12.6345, 15.5409, 13.1807)
H (10.4072, 15.5813, 14.8258)
C (9.5704, 14.9376, 22.8390)
C (10.5387, 15.7697, 22.1244)
C (9.9268, 16.9639, 21.3587)
O (11.4797, 16.2921, 23.0908)
H (8.6761, 14.7507, 22.2786)
H (9.2870, 15.4466, 23.7527)
H (9.9225, 13.9519, 23.1406)
H (11.0950, 15.1899, 21.3954)
H (9.2726, 16.6477, 20.5624)
H (10.7018, 17.6079, 20.9177)
H (9.2585, 17.5330, 22.0387)
H (12.1111, 16.9076, 22.6758)
C (12.7236, 13.9142, 18.6428)
C (12.7950, 13.7120, 17.1292)
C (13.3194, 14.9279, 16.3379)
O (13.6823, 12.6308, 16.8462)
H (13.7577, 14.1199, 19.0655)
H (12.4251, 13.0059, 19.1451)
H (12.1626, 14.7947, 19.0044)
H (11.7939, 13.3809, 16.8470)
H (12.6222, 15.7412, 16.5868)
H (13.3745, 14.8237, 15.2404)
H (14.2964, 15.1511, 16.7784)
H (13.3657, 11.8264, 17.3068)
C (18.5641, 11.5244, 18.0495)
C (17.0487, 11.4650, 18.1534)
C (16.6061, 12.3202, 19.3581)
O (16.5632, 11.9610, 16.8738)
H (18.9657, 11.0152, 17.1737)
H (19.0135, 11.0488, 18.9048)
H (18.8611, 12.5852, 17.9627)
H (16.6679, 10.4569, 18.2957)
H (16.9872, 13.3756, 19.2751)
H (17.0087, 11.9084, 20.2854)
H (15.5225, 12.3693, 19.3249)
H (15.6695, 12.2503, 17.0868)
C (15.5066, 14.1622, 9.3470)
C (15.5276, 13.3014, 10.6063)
C (14.4377, 13.6285, 11.5501)
O (15.3054, 11.9416, 10.1873)
H (14.5261, 14.1406, 8.9045)
H (16.1953, 13.8583, 8.6216)
H (15.6661, 15.2382, 9.5167)
H (16.4971, 13.2783, 11.1144)
H (14.5395, 14.4711, 12.2059)
H (14.3567, 12.8222, 12.2907)
H (13.4784, 13.6801, 11.0508)
H (15.9870, 11.6442, 9.5771)

**HOMO-LUMO gap**: 9.34 eV
**Largest force on an atom**: 2.88 eV Å⁻¹
**LUMO**: 0.29 eV
**ΔE to the lowest compared entry with this formula, charge and spin**: 42.9 kcal/mol
**E**: -84612.1791 eV
**Charge**: 0